Entry 1:
Density functional theory data (ωB97M-V/def2-TZVPD) for 2 unconnected molecules or ions with the total composition C3H5FN2O5 in a non-equilibrium geometry.

Expectation value of S²   2.01
Orbital gap (alpha / beta)   5.758 / 7.004 eV
E_tot   -19114.931 eV
ΔE to the lowest compared entry with this formula, charge and spin   101.0 kJ/mol
E_HOMO (alpha / beta)   -6.938 / -10.974 eV
2S+1   3
Max |F|   3.77 eV/A

Each line ends with the Mulliken spin population.
Cartesian coordinates (Å):
C: 0.469 1.151 1.580  0.011
C: 1.473 -0.234 -0.074  0.535
C: -0.395 -0.629 -1.088  0.554
N: -1.068 0.614 -0.814  0.091
N: -0.972 -1.809 -0.547  0.003
O: -2.095 0.640 -0.185  0.254
O: -0.980 -2.820 -1.174  0.057
O: -0.473 1.619 -1.208  0.074
O: -1.412 -1.683 0.578  0.077
O: 1.255 0.021 1.157  0.240
F: 0.020 -0.776 -2.390  0.077
H: 0.828 1.616 2.542  0.005
H: -0.611 0.776 1.738  0.018
H: 0.397 1.894 0.812  -0.006
H: 1.478 0.702 -0.620  0.008
H: 2.085 -1.084 -0.307  0.002

Entry 2:
Density functional theory data (ωB97M-V/def2-TZVPD) for a molecular structure, C3H5FN2S in a non-equilibrium geometry.

Orbital gap   8.531 eV
E_tot   -19720.964 eV
ΔE to the lowest compared entry with this formula, charge and spin   353.3 kJ/mol
E_HOMO   -8.088 eV
Max |F|   9.37 eV/A

Each line ends with the Löwdin charge.
Cartesian coordinates (Å):
C: 0.550 0.122 0.003  -0.362
C: -1.897 0.629 0.018  -0.180
C: -2.399 -0.596 0.016  -0.096
H: 4.170 0.388 0.234  -0.093
H: 0.231 -1.002 0.377  0.160
H: -0.312 1.919 -0.462  0.264
H: -2.458 1.543 -0.005  0.126
H: -2.068 -1.627 -0.131  0.116
N: 1.787 0.661 -0.150  -0.414
N: -0.583 0.868 0.213  -0.053
F: -3.793 -0.523 -0.061  -0.068
S: 3.039 -0.509 -0.008  0.601

Entry 3:
Density functional theory data (ωB97M-V/def2-TZVPD) for a molecular structure, C3H5FO in a non-equilibrium geometry.

Orbital gap   8.804 eV
E_tot   -7954.675 eV
ΔE to the lowest compared entry with this formula, charge and spin   177.0 kJ/mol
E_HOMO   -7.956 eV
Max |F|   4.29 eV/A

Each line ends with the Löwdin charge.
Cartesian coordinates (Å):
C: 0.713 0.520 -0.303  -0.159
C: 0.159 -0.382 0.776  -0.008
C: -0.289 -0.248 -1.091  -0.434
O: -1.517 0.199 -1.392  0.084
F: 0.087 -1.368 -1.760  0.061
H: 0.480 1.573 -0.209  0.109
H: 1.746 0.351 -0.579  0.109
H: 0.659 -1.299 1.009  0.055
H: -0.668 -0.045 1.364  0.056
H: -2.175 -0.511 -1.352  0.127

Entry 4:
Density functional theory data (ωB97M-V/def2-TZVPD) for 2 unconnected molecules or ions with the total composition C3H5FO2P in a non-equilibrium geometry.

Orbital gap (alpha / beta)   7.928 / 7.929 eV
E_tot   -19293.262 eV
ΔE to the lowest compared entry with this formula, charge and spin   332.7 kJ/mol
E_HOMO (alpha / beta)   -3.891 / -3.892 eV
Total charge   -1
Max |F|   3.63 eV/A

Each line ends with the Löwdin charge.
Cartesian coordinates (Å):
C: -0.799 -0.327 -2.327  -0.082
C: -0.390 0.497 -1.287  -0.075
C: 1.493 -0.005 1.634  -0.311
O: -1.170 -1.010 1.338  -0.411
O: -0.888 1.329 1.968  -0.451
F: 2.124 -1.253 1.532  -0.190
P: -0.242 -0.038 1.953  0.423
H: -1.697 -0.917 -2.279  0.022
H: -0.055 -0.552 -3.097  0.020
H: -1.017 0.719 -0.452  0.000
H: 2.005 0.620 2.368  0.002
H: 0.634 0.937 -1.353  0.055

Entry 5:
Density functional theory data (ωB97M-V/def2-TZVPD) for 2 unconnected molecules or ions with the total composition C3H5FO2P in a non-equilibrium geometry.

Orbital gap   6.384 eV
E_tot   -19292.043 eV
ΔE to the lowest compared entry with this formula, charge and spin   450.4 kJ/mol
E_HOMO   -2.227 eV
Total charge   -1
Max |F|   3.38 eV/A

Each line ends with the Löwdin charge.
Cartesian coordinates (Å):
C: 1.943 0.159 -0.430  -0.561
C: -1.257 0.941 0.388  -0.185
C: -0.191 -0.063 0.429  -0.664
O: 2.034 -0.783 -1.142  -0.040
O: 2.399 1.020 0.277  0.029
F: 0.068 -0.206 1.897  -0.217
P: -0.473 -1.665 -0.310  0.752
H: -2.131 0.563 -0.013  0.003
H: -1.084 1.725 -0.410  0.078
H: -1.476 1.414 1.320  0.057
H: 0.817 -1.972 -0.405  -0.153
H: -0.649 -1.134 -1.602  -0.097

Entry 6:
Density functional theory data (ωB97M-V/def2-TZVPD) for a single C3H5FO3 molecule in a non-equilibrium geometry.

Orbital gap   11.333 eV
E_tot   -12050.382 eV
ΔE to the lowest compared entry with this formula, charge and spin   148.9 kJ/mol
E_HOMO   -10.591 eV
Max |F|   3.82 eV/A

Each line ends with the Löwdin charge.
Cartesian coordinates (Å):
C: 0.096 -1.484 0.040  -0.060
C: 0.898 -0.262 -0.431  -0.181
C: -0.238 0.647 0.220  -0.566
O: -0.986 -0.612 0.536  -0.035
O: -0.845 1.585 -0.536  0.111
O: 0.210 1.244 1.376  0.118
F: 0.817 -0.049 -1.777  0.008
H: -0.126 -2.227 -0.826  0.160
H: 0.474 -1.960 0.847  0.077
H: 1.924 -0.031 -0.226  0.149
H: -1.765 1.300 -0.738  0.152
H: -0.458 1.849 1.513  0.067

Entry 7:
Density functional theory data (ωB97M-V/def2-TZVPD) for 2 unconnected molecules or ions with the total composition C3H5FOS in a non-equilibrium geometry.

Orbital gap   7.585 eV
E_tot   -18789.921 eV
ΔE to the lowest compared entry with this formula, charge and spin   191.1 kJ/mol
E_HOMO   -9.585 eV
Max |F|   4.76 eV/A

Each line ends with the Löwdin charge.
Cartesian coordinates (Å):
C: -1.928 -0.868 -0.486  -0.048
C: -1.497 -0.462 0.871  -0.570
C: -0.140 -0.093 1.247  -0.536
H: -1.213 -0.214 -1.197  0.104
H: -3.004 -0.944 -0.732  0.080
H: -1.468 -2.077 -0.514  0.174
H: -0.264 0.437 2.172  0.051
H: 5.209 2.132 -1.295  0.064
O: -2.348 -0.357 1.778  0.056
F: 5.415 2.196 -2.181  -0.064
S: 1.235 0.251 0.337  0.689

Entry 8:
Density functional theory data (ωB97M-V/def2-TZVPD) for a molecular structure, C3H5GdMgO3 in a non-equilibrium geometry.

Expectation value of S²   20.36
Orbital gap (alpha / beta)   7.013 / 4.796 eV
E_tot   -35603.902 eV
ΔE to the lowest compared entry with this formula, charge and spin   179.9 kJ/mol
E_HOMO (alpha / beta)   -11.315 / -10.027 eV
2S+1   9
Total charge   +1
Max |F|   5.45 eV/A

Each line ends with the Mulliken spin population.
Cartesian coordinates (Å):
O: -1.535 1.815 -0.164  0.006
C: -2.776 1.423 0.093  0.006
C: -3.258 0.160 0.077  0.010
O: -2.559 -0.918 -0.415  0.254
C: -1.435 -1.445 0.343  0.618
Mg: -0.279 0.405 -0.578  -0.036
H: -3.472 2.197 0.452  0.000
H: -4.153 -0.101 0.648  0.000
H: -1.297 -2.450 -0.089  0.025
H: -1.708 -1.452 1.415  0.027
Gd: 3.661 0.231 0.603  7.228
O: 1.248 -0.368 0.363  -0.131
H: 0.774 -1.345 0.823  -0.006